[1]
Density functional theory data (ωB97M-V/def2-TZVPD) for a structure of composition C35H26Cl2IN2O4Ta in a non-equilibrium geometry.

Calculated values
Energy above the lowest of the compared OMol25 structures with the same formula, charge and spin in kcal per mole: 82.05
Charge: +2
Lowest unoccupied orbital energy in eV: -7.41
DFT total energy in hartree: -3034.34042
HOMO-LUMO gap in eV: 5.83

Geometry as XYZ:
```
71
C35H26Cl2IN2O4Ta ωB97M-V/def2-TZVPD
H -1.209 -6.617 2.327
I 0.307 3.350 -2.846
H 4.906 -0.448 1.521
C -1.190 -0.564 0.383
C -2.233 0.023 -0.346
C 0.829 -4.523 0.639
C 1.418 -0.526 -4.029
H -3.946 4.903 1.071
H -0.206 3.290 2.177
C -1.796 -4.737 1.486
H -2.220 3.305 1.751
C -0.031 -1.084 -0.342
H -2.220 -0.032 -1.430
C -0.072 -3.488 0.361
C -0.759 -1.297 -4.835
C -2.183 4.772 -1.805
N -0.171 2.452 0.301
C 2.818 -0.462 -4.107
C 2.947 0.013 2.178
H -2.823 -4.831 1.802
H 0.394 2.142 5.525
C -3.336 0.612 1.700
H 3.962 -1.835 2.014
C -1.173 3.337 -0.120
O 1.994 0.884 0.152
C -3.305 0.596 0.314
H 0.406 4.174 4.640
O 0.861 -0.012 -2.963
C 3.503 -0.947 -5.198
H -4.165 1.074 2.212
H 1.135 -6.424 1.554
C 2.767 -1.534 -6.239
C 1.380 -1.652 -6.162
C -1.399 -3.617 0.784
C -3.182 4.612 0.367
O -1.305 -0.887 -3.838
H 4.579 -0.889 -5.263
H -4.121 1.023 -0.249
H 2.196 0.655 5.261
C 1.131 1.639 2.201
H -2.166 5.193 -2.799
H -2.120 -2.855 0.535
C 0.449 -2.328 -0.352
Cl 3.605 -2.131 -7.603
C 0.692 -1.158 -5.058
H -0.450 -1.041 2.341
C -2.312 0.024 2.427
H 3.633 -1.059 0.440
C 0.200 2.508 1.534
C -2.201 3.722 0.755
O -0.177 3.582 4.151
H 1.852 -4.431 0.304
C -1.242 -0.567 1.779
C -1.217 3.862 -1.413
H -3.927 5.853 -1.222
C 2.056 0.851 1.472
Ta 1.045 0.665 -1.337
H -1.308 -1.822 -5.632
C 1.148 1.569 3.609
C 2.102 0.738 4.188
H -0.839 1.695 4.338
C -0.889 -5.746 1.776
C 0.425 -5.638 1.345
H -2.358 0.007 3.505
H 0.838 -2.132 -6.964
N 2.940 -0.006 3.494
Cl 3.534 0.236 -2.692
C -3.172 5.148 -0.910
C 0.104 2.241 4.476
H 1.356 -2.540 -0.915
C 3.910 -0.889 1.481
```



[2]
Density functional theory data (ωB97M-V/def2-TZVPD) for a structure of composition C35H26FeN4O11PS.

Calculated values
Lowest unoccupied orbital energy (spin up / spin down) in eV: -0.69 / -1.62
DFT total energy in hartree: -4399.19861
⟨S²⟩: 8.761
Spin multiplicity: 6
HOMO-LUMO gap (spin up / spin down) in eV: 8.19 / 7.64

Geometry as XYZ:
```
79
C35H26FeN4O11PS ωB97M-V/def2-TZVPD
H 4.989 -0.116 0.362
C 1.996 3.269 -0.826
C -3.652 -5.034 0.176
O 1.298 2.228 4.440
C 3.933 0.940 3.925
H -4.366 -5.797 -0.089
H -0.843 -4.568 2.039
H 1.850 5.266 -1.581
N -2.476 -6.646 1.604
C -4.875 1.084 -0.800
C -2.217 4.574 0.871
C -3.396 0.858 -3.134
H 5.039 2.893 -3.165
O -5.603 -4.343 -1.543
C 2.351 -2.057 -2.824
N -1.473 2.560 1.424
C 4.689 0.198 1.354
O -4.898 -2.313 -1.700
C 2.701 -3.221 -2.155
C -1.667 -4.331 1.382
C -3.736 -3.752 -0.332
C 2.482 -0.828 -0.758
H -6.580 1.289 -2.081
C -2.840 -2.749 -0.001
O 0.334 -2.394 1.653
O -3.333 -7.453 1.310
H 4.333 1.005 -1.767
C 5.602 0.134 2.398
H -1.674 3.045 -0.525
C -1.687 3.247 2.541
C 3.789 1.939 -1.714
C -2.602 -5.287 1.038
C 5.226 0.497 3.679
Fe -0.225 0.893 0.949
S 1.392 1.612 3.153
H -5.452 1.149 0.113
C -2.169 4.524 2.249
H 2.153 -2.077 -3.887
C -1.796 -3.048 0.863
H -2.806 0.744 -4.034
H 1.926 0.032 -2.653
C 2.921 -3.196 -0.785
H -5.260 1.088 -4.160
C 2.394 4.331 -1.623
C 3.389 0.638 1.577
C 4.186 3.002 -2.509
N -1.790 3.391 0.418
H -2.437 5.299 2.943
C -5.507 1.159 -2.031
C 2.690 2.064 -0.867
C -0.743 -2.031 1.234
C -1.257 0.612 -1.913
H 5.938 0.438 4.491
H -2.525 5.352 0.194
C -4.766 1.045 -3.198
C 2.803 -2.008 -0.085
O -0.574 1.180 -0.926
H 3.617 1.244 4.913
C -3.500 0.918 -0.734
C 3.035 1.012 2.877
P 2.178 0.682 0.197
N -4.833 -3.446 -1.270
H 2.945 -2.007 0.988
H -2.953 -1.763 -0.424
C -2.750 0.806 -1.901
H -1.480 2.796 3.498
O 1.155 2.508 1.997
H 3.795 5.029 -3.088
C 3.487 4.200 -2.465
H 6.611 -0.205 2.206
H 1.155 3.388 -0.159
H -3.020 0.845 0.231
C 2.238 -0.863 -2.129
H 2.786 -4.152 -2.700
O -0.708 -0.008 -2.794
H 3.165 -4.106 -0.253
O -1.087 -0.785 1.048
O 0.511 0.439 2.918
O -1.528 -6.863 2.328
```



- What is the DFT total energy in the second record?
  -4399.19861 hartree



Please write out number 2 again, unchanged.
Density functional theory data (ωB97M-V/def2-TZVPD) for a structure of composition C35H26FeN4O11PS.

Calculated values
Lowest unoccupied orbital energy (spin up / spin down) in eV: -0.69 / -1.62
DFT total energy in hartree: -4399.19861
⟨S²⟩: 8.761
Spin multiplicity: 6
HOMO-LUMO gap (spin up / spin down) in eV: 8.19 / 7.64

Geometry as XYZ:
```
79
C35H26FeN4O11PS ωB97M-V/def2-TZVPD
H 4.989 -0.116 0.362
C 1.996 3.269 -0.826
C -3.652 -5.034 0.176
O 1.298 2.228 4.440
C 3.933 0.940 3.925
H -4.366 -5.797 -0.089
H -0.843 -4.568 2.039
H 1.850 5.266 -1.581
N -2.476 -6.646 1.604
C -4.875 1.084 -0.800
C -2.217 4.574 0.871
C -3.396 0.858 -3.134
H 5.039 2.893 -3.165
O -5.603 -4.343 -1.543
C 2.351 -2.057 -2.824
N -1.473 2.560 1.424
C 4.689 0.198 1.354
O -4.898 -2.313 -1.700
C 2.701 -3.221 -2.155
C -1.667 -4.331 1.382
C -3.736 -3.752 -0.332
C 2.482 -0.828 -0.758
H -6.580 1.289 -2.081
C -2.840 -2.749 -0.001
O 0.334 -2.394 1.653
O -3.333 -7.453 1.310
H 4.333 1.005 -1.767
C 5.602 0.134 2.398
H -1.674 3.045 -0.525
C -1.687 3.247 2.541
C 3.789 1.939 -1.714
C -2.602 -5.287 1.038
C 5.226 0.497 3.679
Fe -0.225 0.893 0.949
S 1.392 1.612 3.153
H -5.452 1.149 0.113
C -2.169 4.524 2.249
H 2.153 -2.077 -3.887
C -1.796 -3.048 0.863
H -2.806 0.744 -4.034
H 1.926 0.032 -2.653
C 2.921 -3.196 -0.785
H -5.260 1.088 -4.160
C 2.394 4.331 -1.623
C 3.389 0.638 1.577
C 4.186 3.002 -2.509
N -1.790 3.391 0.418
H -2.437 5.299 2.943
C -5.507 1.159 -2.031
C 2.690 2.064 -0.867
C -0.743 -2.031 1.234
C -1.257 0.612 -1.913
H 5.938 0.438 4.491
H -2.525 5.352 0.194
C -4.766 1.045 -3.198
C 2.803 -2.008 -0.085
O -0.574 1.180 -0.926
H 3.617 1.244 4.913
C -3.500 0.918 -0.734
C 3.035 1.012 2.877
P 2.178 0.682 0.197
N -4.833 -3.446 -1.270
H 2.945 -2.007 0.988
H -2.953 -1.763 -0.424
C -2.750 0.806 -1.901
H -1.480 2.796 3.498
O 1.155 2.508 1.997
H 3.795 5.029 -3.088
C 3.487 4.200 -2.465
H 6.611 -0.205 2.206
H 1.155 3.388 -0.159
H -3.020 0.845 0.231
C 2.238 -0.863 -2.129
H 2.786 -4.152 -2.700
O -0.708 -0.008 -2.794
H 3.165 -4.106 -0.253
O -1.087 -0.785 1.048
O 0.511 0.439 2.918
O -1.528 -6.863 2.328
```